C49H58AsN2PRuS3Se2 | ωB97M-V/def2-TZVPD

Structure (XYZ):
```
117
Properties=species:S:1:pos:R:3:forces:R:3:mulliken_charge:R:1
Ru -1.80316 -0.59524 0.03313 -1.974 1.331 -0.559 -0.345
C 2.19174 -0.22194 6.06453 0.095 0.036 -0.138 -1.664
C 2.78714 0.17796 4.70373 0.185 -0.006 0.111 2.010
C 4.02714 -0.67774 4.43133 -0.194 0.084 -0.033 -1.943
C 3.20084 1.65456 4.72153 -0.092 -0.180 -0.039 -1.599
C 1.69504 -0.05474 3.68203 -0.087 -0.246 -0.148 0.389
C 1.66184 -1.17684 2.85403 -0.129 0.167 0.147 -0.873
C 0.56474 -1.38484 2.04173 0.204 -0.320 0.124 -1.095
N -0.47296 -0.56024 1.99343 -0.120 0.064 -1.223 0.997
C -0.46266 0.53166 2.76783 0.351 -0.225 0.160 -0.210
C 0.60714 0.80966 3.60823 -0.337 -0.140 -0.142 -0.858
C -1.63316 1.41046 2.64623 -0.294 0.293 -0.062 -0.497
C -2.08126 2.19786 3.70163 0.092 -0.090 -0.279 -0.482
C -3.15366 3.06486 3.52533 -0.024 -0.018 -0.212 0.604
C -3.72476 3.08676 2.25143 0.248 -0.096 0.147 -1.195
C -3.25446 2.23806 1.26783 -0.272 0.245 -0.235 -1.117
N -2.23786 1.40356 1.44933 0.288 -1.020 -0.338 0.825
C -3.72536 3.90346 4.65133 -0.136 0.116 0.202 2.122
C -4.00376 5.33346 4.16313 0.079 -0.181 0.003 -1.713
C -2.79426 3.97126 5.86823 -0.125 -0.041 -0.235 -1.994
C -5.05336 3.24636 5.06573 0.134 0.052 -0.038 -1.593
H 2.93494 -0.08544 6.84503 0.084 0.016 0.135 0.458
H 1.88434 -1.26604 6.05503 -0.011 -0.098 0.041 0.377
H 1.32194 0.38536 6.30313 -0.091 0.078 0.062 0.339
H 4.78714 -0.47264 5.18313 0.015 0.025 0.027 0.463
H 4.44524 -0.45214 3.45133 0.076 -0.024 -0.096 0.361
H 3.79494 -1.73944 4.48243 0.052 -0.103 0.005 0.402
H 4.08974 1.78046 5.33403 0.066 0.032 0.074 0.480
H 2.41924 2.28166 5.14053 -0.065 0.148 0.030 0.347
H 3.42254 1.99586 3.71223 0.076 0.095 -0.079 0.245
H 2.46884 -1.89044 2.85133 0.041 -0.081 -0.052 0.465
H 0.48554 -2.27224 1.41833 0.094 0.169 0.095 0.640
H 0.58694 1.71156 4.19603 -0.041 0.106 0.105 0.622
H -1.59876 2.10556 4.65873 0.121 0.028 0.111 0.575
H -4.54066 3.74766 2.00973 -0.104 0.033 -0.003 0.391
H -3.71136 2.24906 0.28653 0.032 -0.117 -0.011 0.439
H -3.11376 5.77356 3.71803 0.080 0.084 -0.028 0.382
H -4.31136 5.95586 5.00003 -0.038 0.035 0.076 0.462
H -4.80416 5.35436 3.42853 -0.057 0.049 -0.086 0.356
H -1.83276 4.40756 5.60183 0.113 0.028 0.011 0.437
H -2.62906 2.99056 6.31053 0.022 -0.080 0.053 0.363
H -3.24906 4.59896 6.63163 -0.019 0.037 0.036 0.451
H -5.76096 3.26286 4.24003 -0.101 -0.032 -0.058 0.385
H -5.49076 3.78396 5.90363 -0.052 0.065 0.082 0.443
H -4.89736 2.21106 5.36293 -0.008 -0.099 0.060 0.344
C -4.02356 -2.70154 2.64543 -0.059 -0.013 -0.133 -1.123
Se -2.31016 -2.98574 1.77033 -0.046 -0.238 -0.335 0.188
C -2.83216 -4.53694 0.65903 0.149 0.375 0.107 -1.029
C -3.65716 -4.12394 -0.53607 -0.035 0.198 -0.307 -0.685
Se -2.63276 -3.02114 -1.80497 -0.093 -0.158 0.264 0.298
C -4.13246 -2.71754 -3.01517 0.039 0.001 0.170 -1.185
H -4.31336 -3.61554 3.16123 0.056 0.040 -0.019 0.402
H -4.78066 -2.41464 1.91843 0.009 -0.009 0.061 0.358
H -3.89026 -1.90044 3.36893 0.027 0.009 -0.029 0.317
H -3.39656 -5.21244 1.30613 0.103 0.054 -0.030 0.496
H -1.90016 -5.02454 0.36073 -0.081 0.049 0.097 0.409
H -4.52876 -3.54014 -0.22887 0.032 -0.046 -0.122 0.379
H -3.98706 -4.99474 -1.10827 -0.006 0.037 0.123 0.511
H -4.96066 -2.26964 -2.46897 0.060 0.040 -0.035 0.331
H -4.42276 -3.68184 -3.43037 0.051 0.076 -0.016 0.401
H -3.79886 -2.04774 -3.80527 -0.012 -0.014 0.057 0.347
S -5.69566 0.72746 -2.42897 0.792 -0.204 0.657 -0.122
C -4.33766 0.34726 -1.54427 -1.368 0.371 -0.936 -0.125
S -2.77896 0.89336 -1.98457 1.099 -1.207 1.319 -0.271
S -4.42466 -0.63944 -0.14697 1.410 0.099 0.378 -0.253
C 0.51884 -0.14864 -3.18157 -0.520 -0.170 0.108 -0.449
C 0.47424 1.35996 -3.30627 0.040 0.021 -0.255 -1.331
As 1.51404 2.04706 -4.88767 -0.049 0.145 0.294 0.168
C 0.98764 0.80046 -6.29847 0.042 0.010 0.072 0.343
C -0.30856 0.30756 -6.40657 0.034 0.121 0.269 -0.323
C -0.66416 -0.51654 -7.46027 -0.092 -0.052 -0.097 -0.697
C 0.26494 -0.83704 -8.43607 -0.013 -0.058 -0.037 -0.476
C 1.54754 -0.31824 -8.36327 -0.013 -0.016 -0.086 -0.588
C 1.90054 0.50306 -7.30837 0.141 0.156 0.220 -0.409
C 3.24094 1.27386 -4.34167 -0.214 0.042 -0.034 -0.058
C 3.66424 -0.01804 -4.63027 -0.165 -0.102 -0.114 0.125
C 4.88104 -0.48324 -4.16057 0.081 -0.128 0.008 -0.858
C 5.69954 0.34186 -3.40787 0.053 0.000 0.055 -0.361
C 5.29144 1.63326 -3.11597 0.108 -0.010 0.017 -0.837
C 4.07164 2.09056 -3.57947 -0.230 0.218 -0.079 -0.358
P 0.26204 -0.82514 -1.46937 0.231 0.378 0.286 2.537
C 0.91384 -2.50714 -1.74247 -0.223 0.041 0.272 1.090
C 1.75164 -3.09274 -0.79817 -0.108 -0.010 0.004 -0.796
C 2.18544 -4.39384 -0.96227 0.069 -0.129 0.129 -1.030
C 1.79414 -5.12934 -2.06797 -0.020 0.003 0.026 -0.799
C 0.95964 -4.55624 -3.01247 0.026 -0.055 -0.048 -0.761
C 0.51554 -3.25564 -2.85097 0.099 0.251 -0.004 -0.678
C 1.61434 0.09516 -0.66537 -0.147 -0.071 0.111 1.219
C 2.96384 -0.16974 -0.86987 -0.013 -0.072 0.039 -0.822
C 3.91914 0.64046 -0.27947 0.080 -0.028 0.019 -1.259
C 3.53574 1.73236 0.48363 0.065 -0.031 0.055 -1.091
C 2.19334 2.02386 0.65533 0.036 0.076 -0.001 -0.766
C 1.23824 1.20956 0.07913 -0.208 -0.042 -0.088 -0.477
H 1.51314 -0.52274 -3.46037 -0.239 -0.101 0.120 0.196
H -0.22636 -0.61304 -3.83077 0.122 0.025 -0.083 0.454
H 0.94174 1.84176 -2.44087 0.013 0.055 -0.230 0.239
H -0.55326 1.72486 -3.36647 0.108 0.058 -0.078 0.656
H -1.05216 0.58296 -5.66767 -0.062 -0.054 0.042 0.503
H -1.67106 -0.90464 -7.52647 -0.065 0.012 -0.005 0.426
H -0.01336 -1.47684 -9.26007 -0.026 -0.059 -0.059 0.402
H 2.27014 -0.54904 -9.13257 0.048 0.000 -0.051 0.402
H 2.89934 0.92386 -7.26147 0.013 -0.074 -0.041 0.458
H 3.04934 -0.66644 -5.24317 -0.007 -0.023 0.027 0.539
H 5.19244 -1.49364 -4.38727 0.031 -0.046 -0.045 0.434
H 6.65454 -0.01984 -3.05557 0.085 -0.023 0.026 0.448
H 5.92654 2.28386 -2.53107 0.035 0.054 0.019 0.436
H 3.75464 3.10456 -3.36067 0.050 0.026 0.031 0.415
H 2.07894 -2.52404 0.06023 0.070 -0.003 0.008 0.526
H 2.82454 -4.83534 -0.21447 0.144 -0.084 0.062 0.503
H 2.13874 -6.14464 -2.18797 0.025 -0.102 -0.039 0.437
H 0.65254 -5.12964 -3.87377 -0.050 -0.010 -0.099 0.498
H -0.13756 -2.81974 -3.59587 0.018 -0.043 -0.015 0.444
H 3.27214 -1.00494 -1.48477 0.042 -0.015 -0.028 0.443
H 4.96724 0.42526 -0.42897 0.039 -0.003 -0.019 0.641
H 4.28474 2.36616 0.93253 0.115 0.070 0.058 0.552
H 1.89174 2.88476 1.23083 -0.039 0.147 0.069 0.499
H 0.17884 1.44256 0.16693 0.138 0.027 0.115 0.552
```
Positions in Å, forces in eV/Å.

The value obtained for the molecular weight is 1136.10 g/mol. As for the energy: -290637.6000 eV. Its net charge is +1. As for the multiplicity: 2.